Version 1
Computed, not measured: an isolated ion of composition C8H14N3O and charge +1, with ωB97M-V/def2-TZVPD.

**Charge**: +1
**Gap between HOMO and LUMO (alpha / beta)**: 0.2512 / 0.3177 Eh

Geometry (Å):
C  -1.0904  -1.6420  0.2960
C  -2.7087  0.0472  -0.1531
C  -2.1730  -1.2423  -0.6890
C  1.2750  0.9220  0.5806
C  0.2452  1.8655  0.0611
C  -2.0140  1.3106  -0.2272
C  1.0542  -1.2476  -0.6670
C  3.2723  -0.6082  0.1748
N  0.2000  -1.5741  0.2885
N  -3.7307  -0.1412  0.5885
N  2.0013  -0.1051  -0.3153
O  -0.7727  1.2152  -0.6839
H  -1.4149  -2.1244  1.2062
H  -1.8046  -1.2344  -1.7551
H  -2.9787  -2.0907  -0.5051
H  2.0832  1.4729  1.0576
H  0.8554  0.1903  1.3756
H  -0.3046  2.5806  0.7870
H  0.7207  2.5610  -0.7776
H  -2.2330  2.1794  0.5026
H  0.6963  -1.1831  -1.6809
H  3.6610  -1.5076  -0.3508
H  3.9656  0.1826  0.0143
H  3.1612  -0.9388  1.2023
H  -4.1817  0.6249  0.8731
H  2.2156  0.4874  -1.2033

Löwdin population analysis, charges in e, atoms 1 to 4:
1. C -0.07
2. C -0.38
3. C -0.09
4. C -0.09



Version 2
Computed, not measured: an isolated ion of composition C8H14N3O and charge +1, with ωB97M-V/def2-TZVPD.

**Charge**: +1
**Gap between HOMO and LUMO**: 0.2505 Eh

Geometry (Å):
C  -0.6033  1.4716  -1.0387
C  0.5671  1.2969  -0.4704
C  2.2408  -0.3634  0.0524
C  -1.9356  1.1503  -0.4541
C  1.6247  -1.4020  -0.7870
C  0.1220  -1.8352  -0.7664
C  -0.4563  -1.7359  0.6389
C  2.4044  2.0056  0.8860
N  1.7116  1.0122  0.0907
N  -0.6184  -0.4002  1.2163
N  -1.8141  0.3144  0.9352
O  3.1980  -0.5119  0.7412
H  -0.5281  2.1520  -1.9058
H  -2.3855  2.0590  -0.0662
H  -2.6058  0.5069  -1.2044
H  1.7602  -1.2644  -1.9233
H  2.0867  -2.3640  -0.4836
H  -0.4153  -1.0587  -1.4320
H  0.1082  -2.9353  -0.9212
H  -1.5342  -2.2404  0.6277
H  0.2186  -2.3170  1.1709
H  3.4420  2.4041  0.4996
H  1.6220  2.7976  1.0464
H  2.5992  1.4580  1.8334
H  -1.9986  0.9162  1.7165
H  -2.7104  -0.2476  1.0656

Löwdin population analysis, charges in e, atoms 1 to 4:
1. C -0.03
2. C 0.09
3. C -0.36
4. C -0.06



Which structure is most stable, and how do the rest compare? From most to least stable: version 1, version 2.



Version 1
Computed, not measured: an isolated ion of composition C8H14N3O and charge +1, with ωB97M-V/def2-TZVPD.

**Charge**: +1
**Gap between HOMO and LUMO**: 0.3418 Eh
**SMILES**: C[NH2+][C@@H]1N=N[C@@H]2C=C(C)O[C@@]21C

Geometry (Å):
C  2.8318  0.5078  -0.7248
N  1.6033  -0.2648  -1.0040
C  1.0440  -1.3667  -0.1029
N  0.3460  -2.3753  -0.8727
N  -0.8008  -2.6371  -0.5642
C  -1.4152  -1.6510  0.3524
C  -2.4699  -0.8410  -0.3422
C  -1.8988  0.3708  -0.5919
C  -2.4353  1.6065  -1.1934
O  -0.6641  0.5849  0.1365
C  -0.3821  -0.6795  0.7824
C  -0.0064  -0.6931  2.2847
H  2.6776  1.5034  -1.3152
H  2.8389  0.6709  0.2899
H  3.7310  -0.0803  -1.1930
H  1.7178  -0.5764  -1.9367
H  0.9025  0.4693  -0.9683
H  1.6306  -1.7137  0.6160
H  -1.7966  -2.2553  1.2242
H  -3.4186  -1.2292  -0.7821
H  -2.0051  2.5502  -0.8030
H  -3.4876  1.5642  -1.2049
H  -2.2347  1.6240  -2.2267
H  0.9866  -1.1178  2.2722
H  -0.7449  -1.3496  2.7513
H  -0.0159  0.2704  2.7741

Löwdin population analysis, charges in e, atoms 1 to 4:
1. C 0.02
2. N 0.04
3. C -0.08
4. N 0.05



Version 2
Computed, not measured: an isolated ion of composition C8H14N3O and charge +1, with ωB97M-V/def2-TZVPD.

**Charge**: +1
**Gap between HOMO and LUMO (alpha / beta)**: 0.2772 / 0.2772 Eh

Geometry (Å):
C  0.8829  -0.0761  -0.0167
C  -0.2792  0.7292  0.4935
C  2.2280  0.7412  -0.4005
C  -1.3459  0.0092  0.0452
C  -0.2267  2.0233  1.1877
C  -1.8475  -2.0031  -1.3886
C  3.6277  -1.2599  0.0010
C  -3.2528  1.4356  0.4733
N  0.4056  -1.1198  -0.7843
N  -0.9040  -1.0352  -0.7418
N  3.3421  0.0977  -0.3912
O  -2.6721  0.0968  0.2422
H  1.5002  -0.5477  0.7772
H  -0.3708  2.8980  0.5453
H  -1.0785  1.9944  1.9663
H  0.7347  2.1879  1.7808
H  -1.1409  -2.6543  -1.9959
H  -2.3267  -2.5439  -0.6742
H  -2.5430  -1.5846  -2.0994
H  4.2349  -1.8549  -0.7838
H  4.2291  -1.3481  0.9320
H  2.7346  -1.8278  -0.0057
H  -4.1026  1.1970  0.9935
H  -3.3808  1.8921  -0.4975
H  -2.6890  2.0620  1.1681
H  4.2405  0.4910  -0.8264

Löwdin population analysis, charges in e, atoms 1 to 4:
1. C -0.29
2. C -0.12
3. C 0.08
4. C -0.25



Which structure is most stable, and how do the rest compare? From most to least stable: version 1, version 2.



Version 1
Computed, not measured: a 2-piece molecular cluster, C3H6ClNS overall, with ωB97M-V/def2-TZVPD.

**Charge**: 0
**Gap between HOMO and LUMO**: 0.3139 Eh

Geometry (Å):
C  1.0950  1.5004  -0.2534
C  -1.7138  -0.3954  0.9903
C  -0.0214  -1.0763  -0.4329
N  -0.7594  -1.3417  0.5548
S  2.6561  1.6328  -0.7710
Cl  0.9860  -2.1808  -1.0652
H  0.6169  2.2370  -0.9432
H  -2.7078  -1.0012  1.0986
H  -1.2441  -0.0610  1.8594
H  -2.0627  0.3641  0.2527
H  -0.1724  -0.1787  -1.0352
H  3.3277  0.5010  -0.2549

Löwdin population analysis, charges in e, atoms 1 to 4:
1. C -0.47
2. C -0.17
3. C -0.84
4. N -0.10



Version 2
Computed, not measured: one molecule with the formula C3H6ClNS, with ωB97M-V/def2-TZVPD.

**Charge**: 0
**Gap between HOMO and LUMO**: 0.3571 Eh
**SMILES**: S/N=C\CCCl

Geometry (Å):
S  -0.8320  -1.1822  2.1107
N  -1.5971  -1.0266  0.5509
C  -0.9080  -0.5193  -0.3745
C  0.5649  -0.5236  -0.4621
C  1.0788  0.2857  -1.6567
Cl  1.1239  2.0084  -1.1518
H  -1.8122  -1.9275  2.6802
H  -1.3716  -0.2121  -1.2822
H  0.9577  -1.5665  -0.3624
H  0.8659  0.0054  0.4540
H  2.0490  0.0096  -2.1449
H  0.2819  0.1914  -2.4304

Löwdin population analysis, charges in e, atoms 1 to 4:
1. S 0.71
2. N -0.33
3. C -0.34
4. C -0.32



Which structure is most stable, and how do the rest compare? From most to least stable: version 2, version 1.



Version 1
Computed, not measured: an isolated ion of composition C4H4NO and charge +1, with ωB97M-V/def2-TZVPD.

**Charge**: +1
**Gap between HOMO and LUMO (alpha / beta)**: 0.3029 / 0.3031 Eh

Geometry (Å):
C  -0.3259  1.3809  0.2717
C  0.4206  -1.2179  0.1166
C  0.9281  1.2401  -0.0942
C  -1.5048  0.7577  -0.0597
N  1.0018  -0.0987  -0.0955
O  -1.6486  -0.4402  -0.0584
H  0.7806  -2.1271  -0.5647
H  -0.0442  -1.4195  1.1175
H  1.8973  1.6714  -0.2881
H  -2.4158  1.2610  -0.5016

Löwdin population analysis, charges in e, atoms 1 to 4:
1. C 0.23
2. C 0.12
3. C 0.00
4. C -0.21



Version 2
Computed, not measured: an isolated ion of composition C4H4NO and charge +1, with ωB97M-V/def2-TZVPD.

**Charge**: +1
**Gap between HOMO and LUMO**: 0.2949 Eh

Geometry (Å):
C  -0.0631  -1.0060  0.0584
C  -1.4080  -0.9475  0.0188
C  -0.7890  1.1370  0.0721
C  1.4540  0.9431  -0.0839
N  0.3594  0.3317  0.1393
O  -1.7913  0.3834  -0.0836
H  0.6921  -1.7580  0.0218
H  -2.1631  -1.6172  0.0215
H  2.3460  0.4560  -0.1832
H  1.3630  2.0775  0.0189

Löwdin population analysis, charges in e, atoms 1 to 4:
1. C 0.05
2. C 0.06
3. C 0.03
4. C 0.29



Which structure is most stable, and how do the rest compare? From most to least stable: version 2, version 1.



Version 1
Computed, not measured: a 4-piece molecular cluster, C27H60BF4N3 overall, with ωB97M-V/def2-TZVPD.

**Charge**: +2
**Gap between HOMO and LUMO**: 0.4334 Eh

Geometry (Å):
C  -18.9709  2.0969  32.9056
C  -18.2306  1.0607  33.7350
C  -18.4998  1.1813  35.2326
N  -17.9826  0.0460  36.0758
C  -18.8589  -1.1813  35.8931
C  -18.5943  -2.2310  36.9606
C  -18.7146  -1.6314  38.3515
C  -17.6534  -0.5268  38.5106
C  -17.9266  0.5490  37.4947
C  -16.5842  -0.2794  35.6528
H  -19.1587  1.6941  31.9103
H  -18.4033  3.0158  32.7506
H  -19.9257  2.4281  33.3192
H  -17.1733  1.1463  33.4972
H  -18.5522  0.0580  33.4350
H  -19.5666  1.2794  35.4212
H  -17.9803  2.0783  35.5838
H  -19.8827  -0.8186  35.9916
H  -18.6617  -1.5260  34.8849
H  -19.3232  -3.0337  36.8348
H  -17.6214  -2.7021  36.7934
H  -19.7366  -1.2568  38.4762
H  -18.5543  -2.3951  39.1115
H  -17.6135  -0.1348  39.5226
H  -16.7233  -1.0753  38.3289
H  -18.9476  0.9009  37.6875
H  -17.2848  1.4268  37.5148
H  -15.9942  0.6310  35.6692
H  -16.6049  -0.7210  34.6614
H  -16.1765  -1.0508  36.2976
C  -12.7945  3.3615  42.5503
C  -13.4400  4.3745  41.6116
C  -13.3020  3.8942  40.1741
N  -14.0291  4.7299  39.1508
C  -13.8131  6.2067  39.2825
C  -12.3991  6.6182  38.9290
C  -12.0554  6.1520  37.5228
C  -12.2752  4.6403  37.3736
C  -13.6901  4.2385  37.7445
C  -15.4975  4.4746  39.3340
H  -12.5764  3.7825  43.5311
H  -11.8174  3.0289  42.1819
H  -13.3905  2.4620  42.7112
H  -12.8915  5.3135  41.7314
H  -14.4541  4.5756  41.9568
H  -13.6808  2.8800  40.0757
H  -12.2483  4.0046  39.9337
H  -14.1311  6.5014  40.2789
H  -14.5289  6.6168  38.5642
H  -11.6894  6.1841  39.6425
H  -12.3149  7.7013  38.9995
H  -11.0166  6.3249  37.2501
H  -12.7113  6.6804  36.8238
H  -11.5534  4.1037  37.9927
H  -12.0940  4.3651  36.3347
H  -13.8000  3.1620  37.8656
H  -14.4266  4.6697  37.0724
H  -16.1081  5.1246  38.7115
H  -15.7061  4.7816  40.3559
H  -15.6924  3.4283  39.1346
C  -21.0323  9.3535  29.5789
C  -19.7624  8.6750  30.0774
C  -19.7898  8.4957  31.5664
N  -18.4861  8.0367  32.1951
C  -17.3638  9.0017  31.8979
C  -17.6556  10.3769  32.4594
C  -17.9801  10.3427  33.9405
C  -18.9660  9.2478  34.3499
C  -18.6490  7.9502  33.6724
C  -18.1033  6.6981  31.6854
H  -21.2699  10.2702  30.1261
H  -21.9036  8.7060  29.6887
H  -20.9509  9.6425  28.5332
H  -18.8757  9.2151  29.7461
H  -19.7037  7.6899  29.6081
H  -20.4721  7.6783  31.8278
H  -20.1412  9.3345  32.1574
H  -17.1364  8.9564  30.8396
H  -16.4923  8.6017  32.4270
H  -18.3819  10.8948  31.8213
H  -16.7693  10.9993  32.3109
H  -18.3293  11.3242  34.2630
H  -17.0277  10.2131  34.4662
H  -19.9971  9.5858  34.2172
H  -18.9193  9.0580  35.4243
H  -19.3763  7.1506  33.8563
H  -17.7552  7.4604  34.0694
H  -17.8486  6.7535  30.6331
H  -18.9163  6.0014  31.8753
H  -17.2346  6.3645  32.2537
B  -16.6469  5.2545  35.4232
F  -15.5954  5.2818  34.4938
F  -17.8722  5.1172  34.7315
F  -16.4615  4.1320  36.2685
F  -16.6902  6.4239  36.1900

Löwdin population analysis, charges in e, atoms 1 to 4:
1. C -0.08
2. C -0.22
3. C -0.13
4. N -0.27



Version 2
Computed, not measured: a 4-piece molecular cluster, C27H60BF4N3 overall, with ωB97M-V/def2-TZVPD.

**Charge**: +2
**Gap between HOMO and LUMO**: 0.4306 Eh

Geometry (Å):
C  -0.2391  -2.0315  -2.5396
C  -0.3835  -1.0235  -3.6549
C  -1.2308  0.1283  -2.9788
N  -1.7550  1.3419  -3.8333
C  -0.5046  2.1140  -4.2936
C  0.1498  2.9807  -3.0913
C  -0.8490  3.7185  -2.2584
C  -2.1345  2.9227  -1.8305
C  -2.8029  2.2639  -2.9904
C  -2.6326  0.9598  -5.0735
H  0.3615  -2.8947  -2.8264
H  -1.1884  -2.5224  -2.3252
H  0.1183  -1.5341  -1.6380
H  -0.8132  -1.4823  -4.5453
H  0.5589  -0.5764  -3.9714
H  -0.7015  0.5878  -2.1441
H  -2.0928  -0.3437  -2.5073
H  0.0971  1.4055  -4.8630
H  -0.8474  2.8895  -4.9785
H  0.6122  2.3073  -2.3696
H  1.0383  3.5225  -3.4158
H  -0.3000  4.2643  -1.4911
H  -1.3441  4.4898  -2.8483
H  -1.8705  2.2328  -1.0290
H  -2.8575  3.5384  -1.2954
H  -3.6469  1.6688  -2.6417
H  -3.2445  2.9897  -3.6733
H  -2.7058  1.8884  -5.6395
H  -3.6522  0.6354  -4.8656
H  -2.1726  0.2046  -5.7110
C  1.5373  -2.8923  2.8971
C  2.0963  -2.5427  1.4861
C  3.2227  -3.4668  0.9819
N  4.0138  -2.8575  -0.2451
C  5.3601  -3.6057  -0.5832
C  5.9902  -3.4343  -2.0159
C  4.8640  -3.4768  -3.0249
C  3.7305  -2.4201  -2.7245
C  3.0350  -2.8960  -1.4447
C  4.3679  -1.4184  0.0820
H  2.2747  -2.8569  3.6989
H  0.9194  -3.7886  2.9506
H  0.8466  -2.1004  3.1870
H  2.4902  -1.5295  1.5662
H  1.2570  -2.6217  0.7951
H  2.8608  -4.4518  0.6871
H  3.9514  -3.6191  1.7781
H  5.2997  -4.6424  -0.2520
H  5.9730  -3.0968  0.1608
H  6.6343  -4.3045  -2.1426
H  6.5626  -2.5093  -2.0850
H  4.5515  -4.5208  -3.0508
H  5.0018  -3.2900  -4.0899
H  3.0988  -2.5327  -3.6056
H  4.1905  -1.4320  -2.7394
H  2.5458  -3.8515  -1.6340
H  2.1947  -2.2384  -1.2222
H  4.7822  -1.3045  1.0837
H  3.4376  -0.9030  -0.1571
H  5.0997  -1.1323  -0.6735
C  -4.1335  -0.3901  0.4316
C  -4.2105  0.1599  1.8609
C  -3.0024  1.0352  2.1423
N  -2.7461  1.7208  3.5257
C  -2.0370  0.6974  4.4488
C  -1.6758  1.3144  5.7594
C  -0.7272  2.4879  5.5982
C  -1.2339  3.5093  4.5734
C  -1.9014  2.9758  3.2762
C  -4.0767  2.1819  4.1044
H  -3.7968  0.4426  -0.1860
H  -5.0642  -0.7833  0.0224
H  -3.3986  -1.1909  0.3508
H  -4.3089  -0.5909  2.6450
H  -5.1253  0.7453  1.9537
H  -3.1614  1.8895  1.4843
H  -2.0750  0.5483  1.8406
H  -1.2015  0.4060  3.8123
H  -2.8020  -0.0549  4.6412
H  -1.1395  0.4974  6.2423
H  -2.5381  1.5373  6.3877
H  0.2726  2.2307  5.2483
H  -0.5320  2.9145  6.5821
H  -0.4462  4.2229  4.3317
H  -1.8826  4.3025  4.9450
H  -1.1213  2.5824  2.6244
H  -2.4087  3.6725  2.6088
H  -4.6917  2.6575  3.3404
H  -4.1232  2.7954  5.0041
H  -4.6571  1.2732  4.2638
B  0.9818  0.7030  0.7820
F  2.0157  1.1834  1.4921
F  1.4619  -0.0462  -0.3422
F  0.2287  -0.1585  1.5791
F  0.1014  1.6187  0.2850

Löwdin population analysis, charges in e, atoms 1 to 4:
1. C -0.10
2. C -0.19
3. C -0.09
4. N -0.19



Which structure is most stable, and how do the rest compare? From most to least stable: version 1, version 2.



Version 1
Computed, not measured: one molecule with the formula C5H6N2S, with ωB97M-V/def2-TZVPD.

**Charge**: 0
**Gap between HOMO and LUMO**: 0.2789 Eh
**SMILES**: N#CC(=S)[C@@H]1CCN1

Geometry (Å):
N  3.0723  1.7575  -0.0840
C  2.4588  0.6902  -0.0771
C  1.6393  -0.4847  -0.1884
S  2.0260  -2.0807  0.1941
C  0.2731  -0.0713  -0.4691
C  -0.6717  0.8787  0.4893
C  -1.6497  -0.3115  0.3202
N  -1.0018  -0.8055  -0.7704
H  0.4807  0.4191  -1.4089
H  -0.3728  1.0120  1.7074
H  -0.9620  1.8374  0.0143
H  -1.7456  -1.1348  1.1916
H  -2.6206  0.0796  -0.0535
H  -0.9261  -1.7861  -0.8657

Löwdin population analysis, charges in e, atoms 1 to 4:
1. N 0.18
2. C -0.20
3. C -0.72
4. S 0.74



Version 2
Computed, not measured: one molecule with the formula C5H6N2S, with ωB97M-V/def2-TZVPD.

**Charge**: 0
**Gap between HOMO and LUMO (alpha / beta)**: 0.2986 / 0.2668 Eh

Geometry (Å):
C  -0.9606  -0.6886  0.5184
C  -1.5060  1.3694  0.0710
C  0.0827  -0.1486  -0.2214
C  -0.3120  1.1908  -0.5183
C  1.3040  -0.8040  -0.6786
N  -1.9169  0.2172  0.6456
N  2.7129  1.2420  -0.0064
S  2.6410  -0.2309  0.5562
H  -0.8627  -1.5512  1.0736
H  -2.1300  2.1982  -0.0028
H  1.3194  -1.8545  -0.7782
H  1.4677  -0.3801  -1.7164
H  -2.6025  0.1876  1.3049
H  3.5994  1.6034  0.2305

Löwdin population analysis, charges in e, atoms 1 to 4:
1. C -0.10
2. C -0.16
3. C -0.38
4. C 0.12



Which structure is most stable, and how do the rest compare? From most to least stable: version 1, version 2.